The following is a quantum chemistry calculation of a molecular structure, C22H34AsNO5ReSi2, from OMol25.

Computed properties:
HOMO-LUMO gap (alpha / beta) in eV: 5.9 / 6.2
Net charge: +2
HOMO energy (alpha / beta) in eV: -12.99 / -13.01
Spin multiplicity: 2
Calculated total energy in eV: -113804.99761
LUMO level (alpha / beta) in hartree: -0.2613 / -0.2512
ΔE to the lowest compared entry with this formula, charge and spin in eV: 0.128
⟨S²⟩: 1.040

Geometry (Å):
1 Re 0.763 -0.634 0.673
2 O 1.782 -2.567 1.044
3 C 2.806 -2.748 2.068
4 C 3.743 -1.551 2.098
5 C 2.979 -0.219 2.148
6 C 1.923 -0.200 3.221
7 C 2.169 0.005 4.563
8 C 1.110 -0.121 5.453
9 C -0.152 -0.449 4.980
10 C -0.330 -0.624 3.624
11 N 0.696 -0.494 2.772
12 H 2.038 -2.963 0.198
13 H 3.331 -3.678 1.863
14 H 2.261 -2.866 3.004
15 H 4.405 -1.552 1.231
16 H 4.378 -1.639 2.983
17 H 2.611 0.024 1.093
18 H 3.675 0.610 2.287
19 H 3.165 0.251 4.906
20 H 1.271 0.032 6.512
21 H -0.992 -0.559 5.650
22 H -1.291 -0.862 3.186
23 C -2.463 1.764 -1.897
24 Si -2.097 2.219 -0.134
25 C -3.010 1.185 1.109
26 C -2.147 4.041 0.216
27 As 0.217 1.576 0.136
28 Si 1.879 3.154 -0.630
29 C 1.823 4.570 0.568
30 C 1.292 3.591 -2.337
31 C 3.499 2.239 -0.638
32 H -3.501 2.022 -2.123
33 H -2.341 0.693 -2.066
34 H -1.828 2.303 -2.602
35 H -4.085 1.359 1.013
36 H -2.726 1.446 2.130
37 H -2.824 0.123 0.943
38 H -3.177 4.394 0.117
39 H -1.539 4.611 -0.488
40 H -1.817 4.272 1.230
41 H 0.839 5.039 0.598
42 H 2.542 5.332 0.257
43 H 2.089 4.260 1.580
44 H 0.310 4.066 -2.326
45 H 1.253 2.719 -2.992
46 H 1.993 4.303 -2.781
47 H 3.857 2.031 0.371
48 H 4.258 2.859 -1.121
49 H 3.431 1.304 -1.195
50 O -0.968 -1.439 -0.027
51 C -0.440 -1.841 -1.143
52 O 0.820 -1.547 -1.216
53 C -1.183 -2.511 -2.165
54 C -0.534 -2.869 -3.350
55 C -1.216 -3.513 -4.373
56 C -2.551 -3.778 -4.150
57 O -3.408 -4.386 -4.976
58 C -4.679 -4.442 -4.302
59 O -4.503 -3.804 -3.033
60 C -3.205 -3.421 -2.966
61 C -2.556 -2.788 -1.952
62 H 0.514 -2.631 -3.467
63 H -0.734 -3.798 -5.297
64 H -4.957 -5.484 -4.155
65 H -5.416 -3.898 -4.889
66 H -3.053 -2.519 -1.031